Record 1
The following is a quantum chemistry calculation of a structure of composition C24H35CuGe2N, from the Open Molecules 2025 dataset.

total charge: -1
Kohn-Sham gap (alpha / beta): 0.218 / 0.213 Ha
highest occupied orbital energy (alpha / beta): -3.200 / -3.035 eV
calculated total energy: -6784.55786 a.u.

Geometry as XYZ:
```
63
C24H35CuGe2N (ωB97M-V/def2-TZVPD)
Cu 1.110 -0.784 0.115
C 0.011 -2.494 -3.255
C -0.031 -3.439 -2.058
Ge -0.377 -2.481 -0.353
C -0.404 -3.850 1.091
C -0.646 -3.235 2.466
C -2.230 -1.818 -0.417
C -2.444 -0.516 -0.184
Ge -0.783 0.569 -0.062
C -0.913 1.808 1.485
C -1.363 3.241 1.209
C -0.370 1.506 -1.772
C -1.391 2.430 -2.433
C -3.803 0.041 0.012
C -4.125 1.338 -0.390
C -5.401 1.853 -0.213
C -6.386 1.085 0.391
C -6.078 -0.199 0.820
C -4.803 -0.711 0.636
H 0.180 -3.021 -4.198
H 0.810 -1.759 -3.138
H -0.927 -1.938 -3.351
H 0.917 -3.975 -1.958
H -0.814 -4.195 -2.187
H 0.549 -4.383 1.071
H -1.184 -4.582 0.851
H 0.149 -2.529 2.718
H -0.688 -3.987 3.259
H -1.587 -2.677 2.489
H -3.084 -2.487 -0.558
H 0.084 1.810 1.930
H -1.575 1.329 2.213
H -0.708 3.727 0.480
H -1.337 3.850 2.118
H -2.382 3.280 0.818
H -0.091 0.712 -2.469
H 0.559 2.043 -1.560
H -2.254 1.871 -2.802
H -0.954 2.950 -3.291
H -1.763 3.197 -1.748
H -3.365 1.950 -0.856
H -5.623 2.860 -0.544
H -7.381 1.486 0.539
H -6.833 -0.801 1.311
H -4.564 -1.704 0.997
C 2.849 2.568 1.051
C 4.081 1.742 0.839
C 5.347 2.278 0.996
C 6.499 1.515 0.830
C 6.351 0.172 0.497
C 5.111 -0.412 0.322
C 4.967 -1.859 -0.042
C 3.919 0.365 0.486
N 2.728 -0.181 0.309
H 3.105 3.605 1.278
H 2.250 2.165 1.875
H 2.198 2.550 0.171
H 5.431 3.328 1.262
H 7.481 1.953 0.958
H 7.234 -0.448 0.364
H 5.944 -2.336 -0.145
H 4.412 -1.973 -0.979
H 4.385 -2.400 0.710
```

Need the Löwdin charges? In units of e they are: 0.180 -0.208 -0.397 0.778 -0.395 -0.205 -0.249 -0.367 0.864 -0.359 -0.179 -0.357 -0.188 -0.237 -0.051 -0.089 -0.112 -0.097 -0.046 0.055 0.053 0.057 0.050 0.052 0.050 0.052 0.054 0.055 0.054 0.059 0.022 0.057 0.059 0.060 0.044 0.041 0.042 0.060 0.062 0.045 0.069 0.098 0.092 0.095 0.104 -0.078 -0.243 -0.104 -0.150 -0.104 -0.249 -0.090 -0.374 -0.063 0.066 0.062 0.056 0.092 0.072 0.092 0.060 0.065 0.065

---

Record 2
The following is a quantum chemistry calculation of the ion C24H35N2O with charge +1, from the Open Molecules 2025 dataset.

total charge: +1
Kohn-Sham gap: 0.384 Ha
highest occupied orbital energy: -12.458 eV
SMILES: CC(C)COC[C@H](C[N@H+](Cc1ccccc1)c1ccccc1)N1CCCC1
ΔE to the lowest compared entry with this formula, charge and spin: 3.7 kcal per mole
calculated total energy: -1120.04627 a.u.

Geometry as XYZ:
```
62
C24H35N2O (ωB97M-V/def2-TZVPD)
C -4.460 -2.228 0.510
C -4.729 -1.448 -0.775
C -5.217 -0.036 -0.465
C -3.474 -1.403 -1.652
O -2.436 -0.732 -0.960
C -1.222 -0.715 -1.652
C -0.216 0.106 -0.835
C 1.183 0.086 -1.509
N 2.173 0.374 -0.451
C 2.674 1.776 -0.440
C 1.577 2.765 -0.160
C 1.187 3.004 1.153
C 0.178 3.910 1.429
C -0.453 4.582 0.394
C -0.064 4.354 -0.915
C 0.949 3.452 -1.192
C 3.288 -0.561 -0.391
C 3.597 -1.147 0.827
C 4.664 -2.025 0.911
C 5.419 -2.310 -0.215
C 5.110 -1.714 -1.427
C 4.044 -0.834 -1.520
N -0.010 -0.316 0.546
C -0.048 -1.752 0.843
C 0.023 -1.812 2.374
C -0.480 -0.432 2.841
C -0.896 0.275 1.551
H -3.692 -1.732 1.097
H -5.365 -2.289 1.108
H -4.130 -3.240 0.284
H -5.498 -1.972 -1.352
H -5.455 0.497 -1.383
H -4.448 0.518 0.067
H -6.111 -0.074 0.152
H -3.149 -2.425 -1.898
H -3.685 -0.876 -2.594
H -0.851 -1.741 -1.814
H -1.341 -0.245 -2.642
H -0.585 1.135 -0.792
H 1.238 0.812 -2.317
H 1.379 -0.909 -1.913
H 1.481 0.181 0.412
H 3.147 1.981 -1.404
H 3.438 1.837 0.338
H 1.687 2.493 1.963
H -0.112 4.097 2.452
H -1.238 5.289 0.609
H -0.543 4.886 -1.722
H 1.262 3.298 -2.214
H 3.009 -0.917 1.702
H 4.905 -2.485 1.856
H 6.250 -2.994 -0.148
H 5.699 -1.931 -2.304
H 3.807 -0.370 -2.465
H -0.991 -2.189 0.504
H 0.782 -2.270 0.360
H 1.042 -1.992 2.714
H -0.597 -2.619 2.756
H 0.317 0.120 3.339
H -1.313 -0.512 3.534
H -1.941 0.062 1.306
H -0.756 1.356 1.590
```

Need the Löwdin charges? In units of e they are: -0.065 -0.396 -0.065 -0.189 -0.157 -0.176 -0.227 -0.049 -0.073 -0.057 -0.227 -0.052 -0.071 -0.059 -0.058 -0.045 -0.225 -0.010 -0.049 -0.057 -0.049 -0.014 -0.144 -0.143 -0.136 -0.134 -0.142 0.063 0.082 0.081 0.141 0.081 0.073 0.081 0.132 0.132 0.135 0.145 0.153 0.137 0.139 0.153 0.142 0.147 0.121 0.114 0.112 0.112 0.116 0.115 0.115 0.114 0.115 0.124 0.121 0.126 0.096 0.113 0.105 0.113 0.117 0.104

---

Record 3
The following is a quantum chemistry calculation of a cluster of 2 separate species, C24H35N2O in total at a distorted geometry, from the Open Molecules 2025 dataset.

total charge: +1
Kohn-Sham gap: 0.172 Ha
highest occupied orbital energy: -9.469 eV
ΔE to the lowest compared entry with this formula, charge and spin: 49.7 kcal per mole
calculated total energy: -1119.97310 a.u.

Geometry as XYZ:
```
62
C24H35N2O (ωB97M-V/def2-TZVPD)
C -4.451 0.704 -3.853
C -3.644 1.778 -4.594
C -2.143 1.470 -4.518
N -1.662 1.280 -3.126
C -0.283 1.459 -2.818
C 0.145 1.460 -1.542
C 1.583 1.491 -1.116
C 2.548 1.892 -2.245
C 2.139 1.237 -3.569
C 0.698 1.617 -3.949
C -2.481 0.329 -2.327
C -3.982 0.631 -2.394
H -5.531 0.899 -3.918
H -4.297 -0.270 -4.338
H -3.978 1.869 -5.638
H -3.835 2.756 -4.133
H -1.919 0.559 -5.082
H -1.566 2.274 -4.986
H -0.595 1.447 -0.761
H 1.707 2.167 -0.258
H 1.864 0.496 -0.745
H 2.548 2.983 -2.360
H 3.583 1.624 -1.988
H 2.843 1.508 -4.370
H 2.210 0.146 -3.472
H 0.364 1.016 -4.803
H 0.677 2.660 -4.288
H -2.282 -0.676 -2.709
H -2.137 0.327 -1.289
H -4.172 1.596 -1.908
H -4.562 -0.115 -1.832
C 5.230 -2.448 2.503
C 3.955 -2.842 1.763
N 2.781 -2.355 2.520
C 1.756 -1.712 1.886
C 0.622 -1.269 2.534
C -0.350 -0.467 1.964
C -1.494 0.005 2.676
C -2.174 1.159 2.241
C -3.220 1.677 2.965
C -3.642 1.045 4.123
C -3.015 -0.111 4.553
C -1.954 -0.625 3.849
C 2.955 -2.391 4.004
C 4.066 -3.367 4.408
O 5.329 -3.095 3.778
H 6.134 -2.687 1.929
H 5.235 -1.370 2.696
H 3.940 -2.447 0.742
H 3.879 -3.930 1.687
H 1.858 -1.528 0.831
H 0.512 -1.508 3.575
H -0.185 -0.095 0.967
H -1.834 1.658 1.349
H -3.709 2.580 2.634
H -4.462 1.455 4.689
H -3.371 -0.613 5.437
H -1.491 -1.539 4.175
H 3.204 -1.379 4.337
H 2.012 -2.667 4.486
H 4.248 -3.357 5.489
H 3.794 -4.392 4.137
```

Need the Löwdin charges? In units of e they are: -0.209 -0.180 -0.171 -0.086 -0.230 -0.078 -0.216 -0.200 -0.188 -0.138 -0.160 -0.186 0.112 0.113 0.115 0.116 0.118 0.116 0.061 0.108 0.080 0.117 0.108 0.114 0.115 0.112 0.127 0.122 0.086 0.113 0.112 -0.160 -0.094 -0.049 0.015 -0.049 0.058 -0.207 -0.005 -0.051 -0.040 -0.054 -0.012 -0.084 -0.157 -0.127 0.140 0.129 0.135 0.141 0.136 0.094 0.108 0.109 0.117 0.117 0.115 0.111 0.146 0.129 0.140 0.128

---

Record 4
The following is a quantum chemistry calculation of a structure of composition C24H35N3O7P2RhS2 at a distorted geometry, from the Open Molecules 2025 dataset.

total charge: +1
Kohn-Sham gap (alpha / beta): 0.236 / 0.244 Ha
highest occupied orbital energy (alpha / beta): -10.885 / -10.844 eV
ΔE to the lowest compared entry with this formula, charge and spin: 12.2 kcal per mole
calculated total energy: -3216.15275 a.u.

Geometry as XYZ:
```
74
C24H35N3O7P2RhS2 (ωB97M-V/def2-TZVPD)
Rh -0.086 0.018 -0.382
C 2.509 -5.856 -1.908
C 3.038 -5.026 -0.726
C 2.011 -5.101 0.410
C 4.358 -5.631 -0.225
C 3.253 -3.594 -1.205
C 4.332 -3.296 -2.053
C 4.563 -2.011 -2.511
C 3.676 -1.016 -2.145
S 3.706 0.673 -2.564
C 2.230 0.907 -1.705
N 1.739 -0.203 -1.142
C 2.553 -1.288 -1.355
C 2.380 -2.580 -0.849
C 1.431 2.080 -1.639
C 1.822 3.368 -2.026
C 0.924 4.409 -1.923
C -0.371 4.188 -1.463
C -0.768 2.916 -1.058
C 0.132 1.876 -1.131
H 2.449 -6.907 -1.620
H 3.158 -5.774 -2.780
H 1.510 -5.518 -2.195
H 1.940 -6.132 0.760
H 1.020 -4.792 0.075
H 2.311 -4.475 1.253
H 4.167 -6.611 0.215
H 4.809 -4.994 0.537
H 5.078 -5.766 -1.031
H 5.019 -4.076 -2.351
H 5.412 -1.799 -3.148
H 1.561 -2.746 -0.169
H 2.833 3.524 -2.383
H 1.230 5.408 -2.203
H -1.077 5.005 -1.406
H -1.774 2.762 -0.692
C -2.979 -1.248 2.781
C -1.873 -0.227 2.959
O -1.989 0.535 4.155
P -0.171 -0.944 2.868
O -0.272 -2.246 3.772
O 0.781 -0.010 3.705
O 0.336 -1.264 1.500
P -1.750 1.044 1.619
O -2.879 2.121 1.911
O -0.352 1.582 1.740
O -2.058 0.404 0.278
H -2.846 -2.097 3.452
H -2.988 -1.601 1.750
H -3.934 -0.766 2.995
H -2.044 -0.058 4.915
H 0.555 -2.753 3.795
H 0.783 0.890 3.323
H -2.757 2.550 2.774
C -3.228 -1.187 -4.179
N -2.071 -1.557 -3.367
C -0.840 -0.838 -3.670
C -2.192 -2.284 -2.245
S -0.998 -2.268 -1.013
N -3.242 -3.116 -2.118
C -3.859 -3.789 -3.257
C -3.644 -3.673 -0.833
H -3.153 -0.130 -4.427
H -4.150 -1.333 -3.623
H -3.267 -1.757 -5.109
H -0.905 -0.435 -4.678
H 0.020 -1.504 -3.613
H -0.683 -0.008 -2.975
H -3.261 -3.661 -4.154
H -4.875 -3.432 -3.434
H -3.910 -4.855 -3.033
H -3.300 -3.044 -0.021
H -3.239 -4.679 -0.695
H -4.733 -3.728 -0.805
```

Need the Löwdin charges? In units of e they are: 1.005 -0.035 -0.554 -0.059 -0.045 -0.156 -0.013 -0.063 -0.446 1.168 -0.499 -0.058 -0.279 0.017 -0.241 -0.022 -0.061 -0.045 -0.079 -0.171 0.090 0.085 0.086 0.090 0.070 0.091 0.087 0.095 0.077 0.115 0.117 0.046 0.112 0.113 0.114 0.095 -0.042 -0.576 -0.046 0.488 -0.088 -0.088 -0.373 0.324 -0.080 -0.303 -0.389 0.087 0.061 0.101 0.115 0.107 0.087 0.102 -0.035 -0.175 -0.065 -0.657 0.828 -0.197 -0.039 -0.065 0.101 0.093 0.098 0.098 0.088 0.057 0.089 0.101 0.101 0.041 0.102 0.102

---

Record 5
The following is a quantum chemistry calculation of a cluster of 4 separate species, C24H35NO10P2S in total at a distorted geometry, from the Open Molecules 2025 dataset.

Kohn-Sham gap: 0.336 Ha
highest occupied orbital energy: -8.641 eV
SMILES: NCCC[C@]1([PH2]=O)OC(=O)O[C@@]1([PH2]=S)c1ccccc1.O=C1CCCO1.O=C1CCCO1.O=C1CCCO1
ΔE to the lowest compared entry with this formula, charge and spin: 0.0 kcal per mole
calculated total energy: -2823.60300 a.u.

Geometry as XYZ:
```
73
C24H35NO10P2S (ωB97M-V/def2-TZVPD)
N 2.294 -1.727 -0.595
C 2.973 -0.983 -1.653
C 2.017 -0.322 -2.628
C 1.173 0.809 -2.054
C 0.103 0.408 -1.005
P 0.889 0.606 0.679
O 0.773 -0.446 1.713
O -0.452 -0.875 -1.322
C -1.214 -0.660 -2.427
O -1.533 -1.485 -3.222
O -1.542 0.664 -2.518
C -1.206 1.233 -1.202
P -1.025 3.064 -1.401
S -1.536 4.122 0.150
C -2.404 0.892 -0.322
C -2.313 0.691 1.052
C -3.434 0.364 1.792
C -4.673 0.246 1.183
C -4.773 0.482 -0.179
C -3.654 0.799 -0.926
H 2.674 -1.524 0.315
H 2.303 -2.718 -0.759
H 3.595 -1.669 -2.236
H 3.681 -0.284 -1.213
H 1.397 -1.067 -3.128
H 2.630 0.132 -3.409
H 0.659 1.294 -2.884
H 1.862 1.563 -1.667
H 2.223 0.892 0.351
H 0.358 1.850 1.070
H 0.305 3.259 -1.791
H -1.796 3.353 -2.532
H -1.383 0.767 1.585
H -3.326 0.193 2.854
H -5.556 -0.017 1.743
H -5.740 0.408 -0.657
H -3.774 0.969 -1.986
O -9.242 -0.294 1.521
C -8.987 0.638 2.221
C -9.927 1.714 2.734
C -8.966 2.803 3.210
C -7.737 1.987 3.597
O -7.739 0.858 2.705
H -10.512 1.291 3.552
H -10.594 2.039 1.942
H -9.345 3.413 4.027
H -8.721 3.465 2.379
H -7.791 1.613 4.621
H -6.804 2.528 3.465
O 4.085 2.255 -3.053
C 5.171 2.119 -2.567
C 6.208 3.192 -2.292
C 7.476 2.377 -2.046
C 6.905 1.075 -1.495
O 5.627 0.921 -2.141
H 5.896 3.746 -1.406
H 6.280 3.871 -3.136
H 8.189 2.847 -1.372
H 7.982 2.187 -2.993
H 6.740 1.113 -0.416
H 7.513 0.205 -1.727
O 4.744 -3.352 -0.121
C 4.463 -4.196 0.677
C 3.704 -5.490 0.447
C 3.310 -5.906 1.864
C 4.435 -5.293 2.691
O 4.822 -4.105 1.979
H 4.383 -6.204 -0.023
H 2.852 -5.320 -0.205
H 3.212 -6.980 2.006
H 2.361 -5.441 2.131
H 5.305 -5.950 2.759
H 4.128 -5.009 3.694
```

Need the Löwdin charges? In units of e they are: 0.024 -0.269 -0.168 -0.191 -0.456 0.783 -0.408 0.080 -0.547 0.187 -0.004 -0.489 0.450 0.147 -0.218 -0.047 -0.055 -0.066 -0.057 -0.020 0.052 0.066 0.113 0.093 0.119 0.107 0.113 0.088 0.027 0.012 -0.010 0.002 0.063 0.109 0.091 0.109 0.124 0.128 -0.488 -0.074 -0.152 -0.152 0.001 0.130 0.124 0.114 0.118 0.126 0.125 0.119 -0.479 -0.072 -0.149 -0.143 0.011 0.132 0.125 0.115 0.118 0.129 0.127 0.111 -0.491 -0.071 -0.148 -0.153 0.026 0.131 0.121 0.115 0.120 0.125 0.125

---

Record 6
The following is a quantum chemistry calculation of a structure of composition C24H36As2CaF12O18 at a distorted geometry, from the Open Molecules 2025 dataset.

Kohn-Sham gap: 0.380 Ha
highest occupied orbital energy: -10.505 eV
ΔE to the lowest compared entry with this formula, charge and spin: 0.0 kcal per mole
calculated total energy: -8638.55981 a.u.

Geometry as XYZ:
```
93
C24H36As2CaF12O18 (ωB97M-V/def2-TZVPD)
Ca 0.020 0.187 1.035
As -2.339 -1.737 3.618
F -2.848 -0.269 4.380
F -3.069 -2.692 4.865
F -1.816 -3.185 2.800
F -1.626 -0.789 2.300
F -0.832 -1.687 4.471
F -3.813 -1.762 2.691
As 3.101 2.216 2.635
F 2.206 3.716 2.630
F 4.504 3.037 3.233
F 3.952 0.709 2.583
F 1.673 1.403 1.972
F 3.575 2.543 0.990
F 2.534 1.875 4.224
C 2.046 -4.086 -2.898
C 3.021 -3.153 -2.180
C 3.539 -2.000 -3.058
O 3.189 -0.825 -2.339
C 2.406 -1.135 -1.296
O 1.884 -0.345 -0.574
O 2.310 -2.472 -1.148
H 2.425 -4.399 -3.872
H 1.097 -3.570 -3.032
H 1.924 -4.985 -2.295
H 3.837 -3.728 -1.742
H 3.061 -2.015 -4.040
H 4.616 -2.006 -3.212
C 0.640 2.589 -4.261
C 1.298 3.402 -3.156
C 0.410 4.489 -2.555
O -0.129 3.842 -1.387
C 0.590 2.732 -1.125
O 0.375 2.025 -0.187
O 1.561 2.572 -2.024
H -0.430 2.466 -4.058
H 1.114 1.610 -4.296
H 0.689 3.091 -5.226
H 2.251 3.792 -3.506
H -0.437 4.826 -3.150
H 0.944 5.388 -2.239
C -4.127 3.611 -2.790
C -4.402 2.496 -1.802
C -4.458 1.099 -2.451
O -3.495 0.339 -1.701
C -2.862 1.119 -0.826
O -1.998 0.765 -0.084
O -3.309 2.389 -0.884
H -5.007 3.741 -3.425
H -3.297 3.300 -3.425
H -3.939 4.554 -2.283
H -5.311 2.654 -1.220
H -4.089 1.116 -3.477
H -5.423 0.608 -2.378
C -1.902 6.097 1.377
C -0.863 5.105 1.828
C -0.506 5.094 3.320
O -0.504 3.724 3.660
C -0.975 2.990 2.638
O -1.058 1.800 2.686
O -1.326 3.762 1.602
H -1.560 7.106 1.610
H -2.870 5.897 1.836
H -2.041 6.024 0.297
H 0.058 5.213 1.248
H -1.214 5.674 3.919
H 0.483 5.514 3.501
C 3.862 -4.920 2.237
C 2.905 -4.129 3.084
C 3.602 -3.079 3.981
O 2.844 -1.905 3.787
C 1.958 -2.097 2.805
O 1.181 -1.261 2.457
O 2.047 -3.324 2.274
H 4.684 -5.366 2.795
H 4.309 -4.288 1.460
H 3.364 -5.706 1.663
H 2.307 -4.801 3.701
H 4.646 -2.942 3.689
H 3.609 -3.404 5.020
C -2.609 -4.523 -2.828
C -2.475 -4.267 -1.338
C -1.529 -5.220 -0.582
O -0.510 -4.360 -0.068
C -0.874 -3.079 -0.243
O -0.378 -2.159 0.325
O -1.876 -2.985 -1.136
H -3.168 -3.688 -3.253
H -3.163 -5.437 -3.045
H -1.625 -4.611 -3.290
H -3.465 -4.248 -0.881
H -1.038 -5.971 -1.196
H -2.066 -5.691 0.241
```

Need the Löwdin charges? In units of e they are: 1.546 0.740 -0.239 -0.251 -0.250 -0.353 -0.230 -0.263 0.743 -0.239 -0.247 -0.238 -0.350 -0.255 -0.220 -0.014 -0.292 -0.077 0.094 -0.518 0.115 0.090 0.087 0.089 0.085 0.152 0.130 0.136 -0.009 -0.292 -0.065 0.071 -0.514 0.011 0.117 0.082 0.088 0.089 0.157 0.132 0.136 -0.015 -0.300 -0.059 0.091 -0.520 0.073 0.102 0.093 0.080 0.087 0.156 0.130 0.135 -0.020 -0.310 -0.092 0.093 -0.545 0.092 0.086 0.090 0.093 0.076 0.148 0.133 0.131 -0.032 -0.301 -0.080 0.108 -0.526 0.033 0.108 0.088 0.088 0.083 0.156 0.134 0.136 -0.022 -0.300 -0.066 0.076 -0.538 0.080 0.095 0.085 0.088 0.080 0.156 0.129 0.137